{"formula": "C37H43FN10O5V", "method": "ωB97M-V with the def2-TZVPD basis set", "total_charge": 2, "gap_ev": [6.920, 7.314], "s_squared": 0.761, "multiplicity": 2, "lumo_energy_ev": [-5.03, -4.64], "largest_force_ev_per_a": 1.0, "symbols": ["C", "H", "C", "H", "H", "H", "H", "H", "C", "H", "H", "H", "H", "C", "C", "H", "O", "N", "H", "C", "H", "C", "O", "C", "H", "N", "C", "C", "C", "C", "C", "C", "N", "C", "H", "N", "H", "H", "O", "C", "H", "C", "C", "F", "C", "C", "N", "C", "H", "C", "H", "H", "H", "C", "C", "H", "N", "H", "C", "C", "C", "N", "C", "H", "H", "O", "H", "H", "N", "H", "H", "C", "H", "C", "H", "V", "C", "C", "H", "C", "H", "C", "N", "C", "H", "O", "H", "C", "C", "H", "H", "H", "H", "H", "H", "H", "N"], "positions_angstrom": [[4.83908, -1.06690, 0.01983], [-4.75251, -5.10049, -5.75718], [-1.93075, 0.05782, -9.49161], [5.73545, -1.26533, -0.55543], [1.22206, 3.88637, 3.17572], [-0.06448, 0.97222, -11.44844], [1.56348, -0.49088, 3.41532], [5.94113, -0.51006, 1.79140], [3.82789, -0.44808, 2.09669], [-2.79919, -0.23480, -8.90839], [-3.40473, -3.48059, -3.29292], [-5.46494, 2.26137, -2.75521], [-5.45346, 0.64591, -0.88332], [-0.78967, -0.40131, -7.35664], [-2.12719, -2.36125, -1.26983], [-3.28810, -5.21436, -4.68286], [1.27060, -1.21618, -0.38872], [3.00899, 3.03323, -0.22929], [-4.21147, -2.73600, -6.31536], [4.96294, -0.64381, 1.35240], [1.23597, 5.60876, 2.83300], [-3.34317, 0.82823, -0.53515], [-0.52885, -0.19939, -2.36314], [2.55514, -0.61772, 1.51886], [-2.13882, -2.04432, -7.53539], [0.17039, -0.55547, 1.93065], [1.04683, 4.63142, 2.39748], [0.43969, 0.42343, -9.37664], [-2.08947, -1.28918, 2.26713], [2.42610, 5.58377, 0.54614], [-4.54194, 2.03367, -2.24065], [2.01451, 3.16629, 0.74202], [-2.58222, -2.58484, -4.96702], [0.39432, 0.15708, -10.89157], [2.21232, 0.90386, -2.45048], [1.31940, 2.14431, 1.07561], [-4.25023, -0.25407, 1.14837], [-2.43317, -1.68392, -10.74571], [-1.00400, 1.24349, -0.27146], [-1.97494, -2.03660, -2.71598], [1.37832, -0.04201, -11.30907], [-0.08089, 0.39253, -6.43993], [-0.89421, -0.64012, 2.94295], [0.68668, 1.40142, -6.89652], [-1.91122, -0.73107, -10.81040], [-2.16629, 2.41211, -1.95977], [4.32997, 1.90211, -1.71693], [-4.53725, 1.12985, -1.19788], [0.44604, 1.50598, -9.22716], [-1.61036, -1.39687, -6.85099], [2.03155, 5.61324, -0.47154], [-0.00799, 4.58486, 2.10088], [-3.37210, 3.39586, -3.41780], [-2.16481, 1.48054, -0.92853], [-2.69436, -2.73896, -3.63169], [-2.99292, -1.23440, 2.87733], [1.95154, 4.42345, 1.28633], [-2.30725, -0.16210, -11.64949], [3.03336, 2.10696, -1.26658], [-1.10529, -0.97927, -3.13227], [-0.16477, 0.19354, -5.09130], [-2.22718, -0.55349, 1.02729], [-3.74827, -4.76290, -5.54976], [2.09836, 6.48110, 1.06348], [-0.16642, -1.78501, -10.49818], [-3.11435, -2.86989, -0.79462], [-2.02176, 1.13298, -9.69063], [0.59679, 2.41415, 1.73573], [1.97099, 1.60539, -1.75407], [3.78786, 3.66467, -0.17899], [1.35537, 0.01947, -8.94861], [-3.42997, -3.33687, -5.86407], [-0.55582, -1.21686, 3.80380], [1.39708, -0.53424, 2.33753], [-1.23756, 2.89573, -2.22702], [-0.39264, -0.39878, -0.00754], [-1.73741, -1.59719, -5.47029], [-0.99446, -0.80601, -4.58514], [-1.88006, -2.33199, 2.01844], [3.60947, -1.26046, -0.56600], [0.37709, 0.83024, -4.40222], [2.43941, -1.00534, 0.16886], [-0.47248, -1.04412, -11.13157], [-3.35894, 2.67295, -2.61227], [-1.78226, -4.64676, -6.54619], [-1.03243, -2.07399, -0.59141], [4.43082, 1.13990, -2.36608], [-2.83319, -4.43924, -6.69432], [-3.31958, -0.05602, 0.61524], [-0.38041, -1.38567, -12.08736], [-3.19881, -4.56664, -7.70367], [3.89576, -0.16128, 3.13921], [3.51360, -1.61111, -1.58473], [-1.15699, 0.37041, 3.26897], [3.51731, 5.63200, 0.50121], [5.04815, 1.90250, -1.00879], [-0.70590, -0.23967, -8.76423]], "forces_ev_per_angstrom": [[0.01, -0.05, -0.02], [0.00, -0.01, -0.01], [-0.08, 0.04, -0.03], [0.01, 0.00, 0.00], [0.01, 0.00, -0.02], [0.03, 0.02, 0.02], [0.03, -0.01, -0.02], [0.00, 0.00, 0.01], [-0.03, -0.02, -0.05], [0.01, 0.00, 0.00], [0.00, -0.01, 0.00], [-0.01, 0.00, 0.00], [-0.01, 0.00, 0.00], [0.02, -0.02, 0.04], [0.16, 0.12, 0.06], [-0.02, 0.01, 0.03], [0.02, 0.58, -0.25], [-0.09, 0.08, 0.06], [-0.02, -0.01, 0.04], [-0.01, 0.01, 0.01], [0.00, 0.00, 0.00], [-0.12, 0.09, -0.15], [0.20, -0.11, 0.28], [0.13, -0.04, 0.02], [-0.01, 0.01, -0.02], [-0.14, -0.09, -0.08], [-0.03, 0.03, 0.06], [0.04, 0.04, 0.04], [-0.09, -0.06, 0.01], [0.02, 0.09, -0.03], [-0.07, -0.04, 0.02], [0.08, -0.24, -0.19], [0.03, 0.15, 0.04], [-0.05, -0.07, -0.08], [-0.07, -0.03, 0.02], [-0.08, 0.11, 0.23], [0.01, 0.00, -0.02], [-0.01, 0.02, 0.03], [0.01, 0.18, -0.18], [-0.17, -0.05, 0.01], [0.01, 0.04, 0.03], [-0.04, -0.03, -0.04], [0.04, 0.00, 0.06], [0.03, 0.02, -0.05], [0.08, -0.02, -0.09], [-0.31, -0.01, -0.04], [0.03, 0.09, -0.02], [0.06, 0.05, -0.01], [0.01, -0.01, 0.02], [0.07, 0.06, 0.11], [0.00, -0.02, 0.01], [0.01, 0.01, -0.02], [-0.02, 0.00, -0.01], [0.35, 0.00, 0.28], [0.02, 0.00, 0.01], [0.03, 0.00, 0.00], [0.02, -0.07, 0.04], [-0.04, 0.00, 0.03], [0.05, -0.06, 0.04], [-0.12, 0.03, -0.03], [-0.01, 0.03, -0.01], [0.12, 0.13, -0.09], [0.06, -0.01, -0.04], [-0.02, 0.00, -0.01], [0.01, -0.02, 0.00], [-0.01, -0.08, -0.10], [0.02, -0.01, 0.00], [-0.05, 0.01, -0.06], [0.01, 0.00, -0.04], [0.04, 0.02, -0.03], [-0.01, 0.00, 0.01], [-0.04, -0.07, -0.04], [-0.04, 0.01, 0.01], [0.06, -0.01, 0.05], [0.04, -0.01, 0.02], [-0.29, -0.75, -0.60], [0.03, -0.11, -0.06], [-0.04, 0.00, 0.02], [0.02, 0.02, 0.03], [0.03, 0.08, 0.17], [0.00, 0.00, -0.01], [-0.08, -0.13, 0.01], [-0.01, -0.01, 0.06], [0.15, 0.03, 0.01], [0.01, -0.01, -0.01], [0.16, 0.07, 0.49], [0.01, 0.01, -0.05], [-0.04, 0.04, 0.02], [-0.01, 0.05, 0.02], [-0.01, 0.01, -0.03], [0.01, 0.00, -0.01], [0.01, 0.00, 0.01], [-0.03, 0.00, -0.01], [-0.01, -0.02, 0.01], [-0.01, -0.01, 0.00], [-0.02, -0.04, 0.05], [-0.03, -0.03, 0.00]], "nbo_charge": [-0.147, 0.244, -0.244, 0.222, 0.208, 0.228, 0.200, 0.231, -0.109, 0.249, 0.249, 0.229, 0.226, 0.192, 0.785, 0.236, -0.692, -0.653, 0.222, -0.268, 0.221, -0.204, -0.612, -0.256, 0.230, -0.515, -0.412, -0.232, -0.241, -0.408, -0.234, 0.624, -0.340, -0.235, 0.331, -0.773, 0.208, 0.231, -0.611, -0.285, 0.249, 0.326, -0.229, -0.319, -0.223, -0.235, -0.830, -0.136, 0.224, -0.284, 0.206, 0.190, 0.224, 0.337, 0.152, 0.219, -0.439, 0.236, 0.605, 0.507, -0.203, -0.439, -0.407, 0.222, 0.444, -0.586, 0.205, 0.341, -0.737, 0.405, 0.233, -0.079, 0.222, 0.276, 0.248, 1.694, 0.182, -0.082, 0.241, -0.292, 0.272, 0.480, -0.491, -0.162, 0.232, -0.688, 0.386, -0.425, 0.214, 0.447, 0.225, 0.220, 0.224, 0.209, 0.193, 0.390, -0.487]}